(1)
{
  "formula": "C14H14O2S2",
  "method": "wB97M-V/def2-TZVPD",
  "orbital_gap_ev": 7.47,
  "homo_ev": -7.7,
  "mol_weight_g_mol": 278.4,
  "smiles": "CSSc1cccc2cccc(COC(C)=O)c12",
  "fmax_ev_per_a": 5.3,
  "energy_ha": -1488.68983,
  "symbols": ["C", "S", "S", "C", "C", "C", "C", "C", "C", "C", "C", "C", "C", "O", "C", "C", "O", "C", "H", "H", "H", "H", "H", "H", "H", "H", "H", "H", "H", "H", "H", "H"],
  "coordinates": [[2.023, -1.275, 2.410], [1.317, -0.197, 3.676], [0.524, 1.358, 2.471], [-0.793, 0.354, 1.893], [-1.708, -0.041, 2.907], [-2.984, -0.493, 2.662], [-3.278, -0.829, 1.381], [-2.534, -0.449, 0.331], [-3.060, -0.707, -0.976], [-2.274, -0.398, -2.083], [-1.040, 0.052, -1.910], [-0.425, 0.291, -0.630], [0.942, 0.840, -0.656], [1.596, 0.579, -1.889], [2.923, 0.953, -1.991], [3.438, 0.921, -3.420], [3.643, 1.355, -1.041], [-1.205, 0.037, 0.515], [1.284, -1.709, 1.751], [2.569, -0.638, 1.753], [2.652, -1.948, 2.886], [-1.454, 0.217, 3.984], [-3.680, -0.717, 3.517], [-4.218, -1.325, 1.284], [-4.024, -1.049, -1.080], [-2.794, -0.468, -3.062], [-0.549, 0.274, -2.849], [1.600, 0.377, 0.109], [0.775, 1.902, -0.442], [3.799, 1.867, -3.881], [2.592, 0.564, -4.073], [4.345, 0.302, -3.544]],
  "mulliken_charge": [-0.720, -0.135, -0.074, 0.044, -0.118, -0.827, -0.385, 0.436, -1.014, -0.787, -0.660, 1.139, -0.214, -0.233, 0.667, -0.937, -0.573, 0.364, 0.253, 0.179, 0.435, 0.226, 0.313, 0.378, 0.512, 0.326, 0.317, -0.041, 0.320, 0.287, 0.246, 0.275]
}

=====

(2)
{
  "formula": "C14H14O3S",
  "method": "wB97M-V/def2-TZVPD",
  "orbital_gap_ev": 9.26,
  "homo_ev": -8.7,
  "mol_weight_g_mol": 262.3,
  "smiles": "COC(=O)c1ccc(CSc2ccccc2C)o1",
  "fmax_ev_per_a": 1.1,
  "energy_ha": -1165.78704,
  "symbols": ["C", "O", "C", "O", "C", "C", "C", "C", "C", "S", "C", "C", "C", "C", "C", "C", "C", "O", "H", "H", "H", "H", "H", "H", "H", "H", "H", "H", "H", "H", "H", "H"],
  "coordinates": [[-4.785, -0.150, 1.249], [-3.542, -0.393, 0.605], [-3.082, 0.551, -0.226], [-3.645, 1.593, -0.464], [-1.795, 0.174, -0.807], [-0.986, 0.878, -1.667], [0.148, 0.075, -1.882], [-0.047, -1.068, -1.145], [0.849, -2.214, -0.903], [1.724, -1.996, 0.717], [2.240, -0.298, 0.489], [3.272, -0.041, -0.399], [3.664, 1.261, -0.645], [3.021, 2.301, 0.004], [2.000, 2.035, 0.898], [1.589, 0.734, 1.162], [0.495, 0.467, 2.145], [-1.218, -1.008, -0.496], [-4.643, -0.302, 2.318], [-5.114, 0.871, 1.048], [-5.521, -0.860, 0.868], [-1.193, 1.845, -2.075], [0.997, 0.304, -2.493], [0.298, -3.145, -0.791], [1.597, -2.298, -1.689], [3.764, -0.866, -0.893], [4.467, 1.461, -1.339], [3.318, 3.322, -0.185], [1.504, 2.852, 1.402], [-0.130, -0.363, 1.822], [0.924, 0.195, 3.110], [-0.124, 1.350, 2.279]],
  "mulliken_charge": [-0.688, -0.250, 0.415, -0.621, 0.409, -0.698, -0.323, 0.376, -0.943, -0.109, 0.370, -0.452, -0.586, -0.553, -0.642, 0.766, -1.615, -0.310, 0.226, 0.347, 0.240, 0.524, 0.554, 0.441, 0.388, 0.432, 0.399, 0.396, 0.405, 0.385, 0.330, 0.385]
}

=====

(3)
{
  "formula": "C14H15AlNO5",
  "method": "wB97M-V/def2-TZVPD",
  "orbital_gap_ev": 10.04,
  "total_charge": 1,
  "homo_ev": -13.3,
  "mol_weight_g_mol": 304.3,
  "fmax_ev_per_a": 0.7,
  "energy_ha": -1215.84002,
  "symbols": ["Al", "O", "C", "O", "C", "C", "C", "C", "C", "O", "C", "C", "O", "O", "H", "H", "H", "H", "H", "H", "H", "H", "N", "C", "C", "C", "C", "C", "C", "H", "H", "H", "H", "H", "H", "H"],
  "coordinates": [[0.656, -0.058, -0.277], [0.279, -1.192, 3.230], [0.075, -0.540, 2.257], [0.049, -1.060, 1.002], [-0.177, 0.970, 2.286], [-1.283, 1.316, 1.285], [-1.841, 2.707, 1.479], [-0.683, 3.610, 0.997], [0.374, 2.610, 0.589], [-0.461, 1.480, 0.028], [1.017, 1.906, 1.791], [2.312, 1.217, 1.348], [3.305, 1.202, 1.998], [2.199, 0.610, 0.137], [-0.459, 1.232, 3.302], [-2.006, 0.527, 1.106], [-2.110, 2.863, 2.523], [-2.732, 2.851, 0.873], [-0.294, 4.269, 1.772], [-0.984, 4.224, 0.152], [1.061, 2.929, -0.187], [1.285, 2.613, 2.571], [0.484, -0.285, -2.193], [0.197, -1.742, -2.216], [1.112, -2.541, -1.554], [0.836, -3.896, -1.415], [-0.334, -4.417, -1.942], [-1.225, -3.594, -2.623], [-0.967, -2.240, -2.766], [1.339, -0.079, -2.711], [-0.264, 0.261, -2.616], [2.050, -2.147, -1.164], [1.538, -4.535, -0.897], [-0.559, -5.468, -1.824], [-2.128, -4.008, -3.050], [-1.659, -1.593, -3.291]],
  "mulliken_charge": [0.411, -0.542, -0.002, -0.254, -0.041, -0.077, -1.012, -1.019, -0.081, -0.424, -0.056, 0.058, -0.538, -0.298, 0.660, 0.679, 0.397, 0.362, 0.388, 0.364, 0.687, 0.677, -0.040, 0.736, -0.319, -0.637, -0.599, -0.491, -0.840, 0.410, 0.369, 0.476, 0.417, 0.414, 0.408, 0.354]
}

=====

(4)
{
  "formula": "C14H15BFN4O11",
  "method": "wB97M-V/def2-TZVPD",
  "orbital_gap_ev": 8.80,
  "total_charge": -1,
  "homo_ev": -7.3,
  "mol_weight_g_mol": 445.1,
  "fmax_ev_per_a": 1.1,
  "energy_ha": -1714.25329,
  "symbols": ["N", "C", "N", "N", "C", "C", "C", "C", "C", "F", "C", "C", "O", "C", "N", "C", "O", "O", "H", "H", "H", "H", "H", "H", "H", "H", "H", "H", "H", "H", "H", "H", "H", "B", "O", "C", "O", "C", "O", "O", "O", "C", "O", "C", "O", "O"],
  "coordinates": [[-3.207, 0.805, 0.233], [-2.113, 0.484, -0.687], [-0.980, 0.036, 0.109], [-2.528, -0.550, -1.622], [-1.721, 1.822, -1.392], [-0.364, 1.785, -2.017], [0.793, 2.128, -1.308], [0.769, 2.601, 0.126], [1.164, 4.066, 0.220], [0.360, 4.827, -0.640], [2.018, 2.036, -1.942], [2.097, 1.609, -3.259], [3.301, 1.505, -3.919], [0.938, 1.312, -3.917], [-0.238, 1.403, -3.299], [-1.470, 1.036, -4.217], [-1.466, -0.148, -4.495], [-2.135, 2.011, -4.479], [-3.068, 0.276, 1.089], [-4.070, 0.434, -0.151], [-1.291, -0.716, 0.730], [-0.304, -0.411, -0.504], [-3.313, -0.266, -2.195], [-1.777, -0.852, -2.229], [-2.458, 2.066, -2.158], [-1.752, 2.622, -0.658], [1.474, 2.011, 0.716], [-0.209, 2.469, 0.576], [2.196, 4.231, -0.106], [1.042, 4.449, 1.233], [2.928, 2.288, -1.409], [3.689, 0.642, -3.735], [0.942, 0.994, -4.950], [0.827, -3.780, 3.871], [1.267, -3.525, 5.251], [2.530, -3.903, 5.394], [3.184, -3.830, 6.392], [3.008, -4.454, 4.028], [4.097, -4.882, 3.783], [1.991, -4.361, 3.183], [-0.344, -4.676, 3.824], [-1.356, -4.069, 3.225], [-2.446, -4.516, 3.026], [-0.869, -2.657, 2.821], [-1.518, -1.820, 2.250], [0.380, -2.530, 3.208]],
  "mulliken_charge": [-0.761, 0.857, -0.461, -0.642, -1.797, 0.612, 0.938, -1.299, -0.370, -0.321, -0.292, -0.333, -0.555, 0.046, 0.215, 0.388, -0.641, -0.631, 0.319, 0.322, 0.095, 0.330, 0.304, 0.255, 0.620, 0.370, 0.479, 0.173, 0.301, 0.388, 0.478, 0.344, 0.435, 1.152, -0.495, 0.602, -0.591, 0.584, -0.594, -0.479, -0.545, 0.473, -0.594, 0.650, -0.724, -0.606]
}

=====

(5)
{
  "formula": "C14H15BiN",
  "method": "wB97M-V/def2-TZVPD",
  "orbital_gap_ev": 6.50,
  "total_charge": -1,
  "homo_ev": -3.3,
  "mol_weight_g_mol": 406.3,
  "fmax_ev_per_a": 4.3,
  "energy_ha": -811.69750,
  "symbols": ["C", "C", "C", "C", "C", "Bi", "C", "C", "C", "N", "H", "H", "H", "H", "H", "H", "H", "H", "H", "H", "C", "C", "C", "C", "C", "C", "H", "H", "H", "H", "H"],
  "coordinates": [[0.196, -1.979, -2.731], [-1.130, -2.115, -2.227], [-1.071, -2.863, -1.016], [0.291, -3.205, -0.771], [1.082, -2.658, -1.832], [0.700, -0.075, -0.221], [-0.639, 1.472, -1.610], [0.561, 2.030, -2.167], [0.920, 2.619, -3.317], [1.913, 1.615, -1.000], [-1.926, -3.175, -0.416], [-2.036, -1.773, -2.723], [0.657, -3.840, 0.036], [2.148, -2.818, -1.988], [0.478, -1.517, -3.676], [-1.313, 0.893, -2.257], [2.488, 1.098, -1.701], [-1.119, 2.034, -0.797], [0.167, 2.921, -4.045], [1.973, 2.817, -3.539], [-0.573, 0.978, 4.599], [-0.956, -0.250, 4.035], [-0.737, -0.495, 2.663], [-0.104, 0.478, 1.893], [0.240, 1.722, 2.425], [0.012, 1.962, 3.796], [-0.735, 1.163, 5.664], [-1.420, -1.015, 4.657], [-1.057, -1.450, 2.231], [0.692, 2.500, 1.808], [0.299, 2.925, 4.225]],
  "mulliken_charge": [-0.541, -0.491, -0.523, -0.573, -0.689, 0.929, -1.084, 0.728, -0.967, -0.987, 0.414, 0.458, 0.374, 0.412, 0.384, 0.328, 0.318, 0.373, 0.300, 0.267, -0.443, -0.363, -0.420, -0.198, -0.320, -0.398, 0.318, 0.345, 0.320, 0.401, 0.329]
}

=====

(6)
{
  "formula": "C14H15Cl2IrN3O5",
  "method": "wB97M-V/def2-TZVPD",
  "orbital_gap_ev": [5.56, 5.56],
  "total_charge": -1,
  "homo_ev": [-3.1, -3.1],
  "mol_weight_g_mol": 568.4,
  "fmax_ev_per_a": 1.7,
  "energy_ha": -2107.30463,
  "symbols": ["Ir", "O", "C", "C", "N", "C", "C", "O", "O", "C", "C", "O", "O", "H", "H", "H", "H", "H", "H", "H", "H", "H", "Cl", "C", "C", "C", "C", "C", "Cl", "C", "N", "H", "H", "H", "C", "C", "N", "H", "H", "H"],
  "coordinates": [[-0.240, 0.280, 1.237], [1.934, 1.031, 1.075], [3.232, 0.492, 1.231], [3.572, -0.561, 0.181], [1.527, 0.070, -1.486], [1.017, 1.065, -2.395], [1.772, 2.366, -2.031], [2.024, 3.135, -2.953], [2.034, 2.516, -0.791], [2.587, -1.689, 0.126], [0.668, -3.079, -3.756], [0.618, -4.196, -3.631], [0.025, -1.380, -0.039], [1.969, 1.671, 0.234], [3.322, 0.074, 2.238], [3.948, 1.313, 1.137], [4.565, -0.977, 0.377], [3.606, -0.065, -0.794], [-0.042, 1.231, -2.165], [1.123, 0.815, -3.450], [2.000, -1.814, 1.034], [2.956, -2.640, -0.248], [1.173, -1.284, -1.068], [-2.438, -2.223, 1.165], [-3.217, -3.250, 0.598], [-4.029, -3.099, -0.521], [-4.166, -1.850, -1.124], [-3.493, -0.790, -0.555], [-3.674, 0.805, -1.291], [-2.633, -0.971, 0.537], [-2.030, 0.163, 1.083], [-3.157, -4.251, 1.026], [-4.558, -3.950, -0.942], [-4.784, -1.699, -1.999], [-1.350, 4.227, 3.163], [-0.908, 2.935, 2.663], [-0.556, 1.919, 2.274], [-0.698, 5.012, 2.785], [-1.334, 4.235, 4.252], [-2.367, 4.413, 2.821]],
  "mulliken_charge": [0.550, -0.649, -0.714, -0.559, -0.149, -0.331, 0.452, -0.728, -0.717, -0.651, 0.189, -0.186, -0.715, 0.481, 0.383, 0.337, 0.457, 0.293, 0.158, 0.278, 0.366, 0.441, 0.638, -0.827, -0.372, -0.427, -0.551, 0.380, -0.254, 0.548, -0.459, 0.314, 0.331, 0.369, -0.933, 0.577, -0.141, 0.277, 0.275, 0.268]
}